A structure of composition C36H116AsCsF6N6O22 in a non-equilibrium geometry, computed with the ωB97M-V functional and the def2-TZVPD basis.

The value obtained for the frontier orbital gap is 8.283 eV. The total energy comes out at -170890.8098 eV. For the max |F|, the calculation gives 0.1199 Eh/bohr. The molar mass is 1307.16 g mol⁻¹.

```
! RIJCOSX wB97M-V def2-TZVPD def2/J DEFGRID3
* xyz 0 1
Cs -4.01627 -0.59095 0.96948
As -0.10929 -0.44547 -0.24933
F 1.14675 0.41242 0.74056
F 1.22015 -1.40989 -0.92411
F -1.35321 -1.44663 -1.14519
F -1.39625 0.61589 0.40339
F 0.04584 0.66928 -1.64153
F -0.33252 -1.54382 1.11239
C 0.72295 6.33797 -2.50381
O 2.12209 6.34782 -2.76206
H 0.46328 5.32044 -2.21172
H 0.43622 7.02629 -1.70877
H 0.24499 6.58528 -3.45170
H 2.58513 5.99909 -1.99683
C 1.74197 -7.30545 -2.57285
O 1.22660 -6.14267 -1.99097
H 2.81283 -7.16060 -2.71562
H 1.57763 -8.05546 -1.79917
H 1.11995 -7.51024 -3.44419
H 1.70567 -6.08180 -1.16128
C 2.95326 0.37560 -3.45374
O 3.20382 -0.44973 -2.34130
H 3.86314 0.57462 -4.01996
H 2.20765 -0.05600 -4.12149
H 2.62366 1.35612 -3.11019
H 2.37805 -0.72995 -1.93984
C 6.75101 -0.09465 -1.49042
O 7.04995 -1.47549 -1.50238
H 5.66134 -0.07487 -1.47230
H 7.13867 0.48220 -0.65073
H 7.10165 0.36479 -2.41458
H 6.47355 -1.83689 -2.17968
C -4.71212 -3.06710 -3.43979
O -6.01284 -3.50322 -2.94061
H -4.41743 -2.09503 -3.04440
H -3.88419 -3.75787 -3.28016
H -4.75525 -2.95770 -4.52343
H -6.35806 -2.85269 -2.32479
C -3.18958 -0.78313 -6.15088
O -2.52778 -1.97757 -6.47594
H -4.17777 -1.10293 -5.82023
H -2.77514 -0.18948 -5.33607
H -3.51464 -0.18878 -7.00480
H -2.25834 -2.37640 -5.64532
C -2.46224 -2.94379 4.67010
O -2.58268 -2.78556 3.22757
H -1.61079 -2.32040 4.94308
H -3.35250 -2.69396 5.24728
H -2.22230 -3.97169 4.94204
H -1.70367 -2.88846 2.85563
C -2.16982 1.78627 -3.60658
O -1.70819 2.53412 -2.49676
H -2.94010 2.32410 -4.15930
H -1.26619 1.53490 -4.16188
H -2.61428 0.83689 -3.30783
H -1.06928 1.97292 -2.05128
C 0.64454 0.12476 -7.04521
O 0.86991 1.41020 -7.50427
H 1.28658 -0.18043 -6.21893
H -0.39210 -0.18766 -6.91919
H 1.00426 -0.53241 -7.83693
H 0.74591 2.09521 -6.84323
C 1.72135 3.53129 -4.94424
O 0.48824 3.40891 -5.57707
H 2.18939 4.48969 -5.16898
H 1.70678 3.37613 -3.86544
H 2.33488 2.68911 -5.26426
H -0.13589 4.10865 -5.37109
C -2.31042 -4.29358 0.01889
O -3.48704 -3.66344 -0.47147
H -2.07597 -5.18373 -0.56486
H -1.40421 -3.68797 0.00684
H -2.55876 -4.60745 1.03276
H -4.15392 -4.28576 -0.77078
C 2.24940 3.48548 -0.77542
O 2.58565 4.85493 -0.52386
H 2.92596 3.09229 -1.53421
H 2.37602 2.90988 0.14150
H 1.19188 3.43517 -1.03470
H 2.43634 5.10937 0.38969
C -0.57272 -3.79375 -3.87168
O -1.27525 -2.90015 -4.35828
N 0.00521 -4.74904 -4.47763
N -0.22907 -3.82390 -2.61479
H 0.48243 -5.42326 -3.89644
H -0.11332 -4.89122 -5.47051
H -0.58804 -3.00807 -2.13975
H 0.15658 -4.69196 -2.27151
C 2.08586 1.12054 3.71787
O 2.39153 1.29043 4.88504
N 1.59339 1.97415 2.84580
N 2.24112 -0.05680 3.22849
H 1.52009 1.71374 1.87270
H 1.31085 2.90431 3.11981
H 2.62615 -0.76819 3.83329
H 1.75035 -0.28689 2.37626
C -5.44667 2.86309 -1.15672
O -5.32740 1.84008 -0.49804
N -4.47328 3.37592 -1.85151
N -6.51377 3.64846 -1.31392
H -3.52090 3.08684 -1.67978
H -4.57365 4.24878 -2.34964
H -7.32163 3.45128 -0.74072
H -6.49965 4.37815 -2.01211
C 4.58405 -3.69225 -1.79710
C 4.40566 -3.49500 -3.29197
C 3.02813 -3.58285 -3.85985
O 4.90225 -2.14026 -3.58979
H 5.62830 -3.58306 -1.50435
H 4.29819 -4.68596 -1.45228
H 4.06928 -2.95217 -1.18439
H 5.09068 -4.17119 -3.80346
H 3.07003 -3.27779 -4.90546
H 2.25212 -3.02572 -3.33497
H 2.80454 -4.64959 -3.87222
H 4.18633 -1.61314 -3.22758
C -5.86857 3.15078 5.01372
C -6.21945 3.53081 3.62593
C -5.19312 4.09014 2.65553
O -6.74166 2.35639 2.94589
H -5.38235 4.01214 5.47169
H -5.28261 2.24032 5.13951
H -6.79173 3.07466 5.58826
H -7.03961 4.24404 3.54373
H -4.34299 3.41364 2.74356
H -4.75661 4.99189 3.08499
H -5.49512 4.20825 1.61489
H -6.16492 1.65594 3.25949
C 3.52269 -4.46156 1.57366
C 2.28887 -5.37863 1.66488
C 0.95856 -4.59657 1.74288
O 2.23160 -6.08759 0.48295
H 3.46761 -3.72222 0.77464
H 4.45696 -5.02299 1.56915
H 3.58855 -3.84379 2.46928
H 2.30714 -6.07711 2.50147
H 0.84555 -3.92631 0.89078
H 0.96677 -3.85935 2.54571
H 0.06591 -5.21656 1.82580
H 3.01110 -6.64784 0.47264
C -2.81941 6.44300 0.02731
C -1.79183 5.85878 0.99257
C -1.51333 4.38473 0.78251
O -0.61376 6.59529 0.78788
H -2.58871 6.31875 -1.03072
H -3.06847 7.49545 0.16302
H -3.78876 5.94462 0.03606
H -2.16661 5.94621 2.01238
H -1.01973 3.84071 1.58781
H -0.92802 4.28964 -0.13208
H -2.46248 3.88413 0.59113
H -0.74105 7.54679 0.78089
C -2.22516 1.23621 4.03465
C -2.02842 2.10645 5.27441
C -2.19698 3.59713 5.01146
O -2.94531 1.70976 6.28408
H -2.96856 1.67655 3.37016
H -2.77774 0.34468 4.33115
H -1.31776 0.98761 3.48427
H -1.02121 1.86130 5.61133
H -2.96175 3.85238 4.27792
H -1.25645 3.93711 4.57798
H -2.23014 4.17583 5.93455
H -2.86603 2.33664 7.00682
C 5.76130 2.77062 1.02610
C 5.93902 3.59743 2.26781
C 4.68624 3.52225 3.14298
O 7.06895 3.17787 3.05609
H 5.74516 1.69243 1.18524
H 6.55326 2.93562 0.29557
H 4.81434 3.02011 0.54741
H 6.14530 4.59668 1.88433
H 3.76378 3.66994 2.58142
H 4.63657 4.31917 3.88498
H 4.69689 2.50261 3.52810
H 6.89200 2.27965 3.34505
C 0.78495 -4.71554 5.50930
C 0.13914 -4.26196 6.76142
C -0.81952 -5.27271 7.27253
O 1.08132 -4.02639 7.71536
H -0.05014 -4.98788 4.86390
H 1.29668 -5.65415 5.72201
H 1.39218 -3.97486 4.98894
H -0.35331 -3.29339 6.67507
H -1.09273 -4.99340 8.29009
H -0.61610 -6.32404 7.06895
H -1.80757 -5.24918 6.81286
H 1.85575 -4.55204 7.50190
*
```

***

A structure of composition C36H15F15GeN3ReS4, computed with the ωB97M-V functional and the def2-TZVPD basis.

The value obtained for the frontier orbital gap (alpha / beta) is 5.799 / 5.936 eV. The total energy comes out at -184789.7011 eV. Its expectation value of S² is 0.761. For the max |F|, the calculation gives 0.0144 Eh/bohr. The molar mass is 1161.59 g mol⁻¹.

```
! RIJCOSX wB97M-V def2-TZVPD def2/J DEFGRID3
* xyz 1 2
Re -2.16861 -0.57154 -0.35571
C -0.47235 -0.05276 -3.35826
C -0.96392 1.20723 -2.73340
C -0.67743 2.41836 -3.35918
C -1.15163 3.60154 -2.84578
C -1.97345 3.55437 -1.73132
C -2.26764 2.33274 -1.16774
N -1.73018 1.16798 -1.62457
C -3.21885 2.21587 -0.04792
C -4.09215 3.21053 0.35550
C -4.98800 2.93804 1.37824
C -5.00093 1.68652 1.96428
C -4.10722 0.72592 1.51215
N -3.24513 1.00852 0.53100
C -3.98346 -0.64253 2.02933
C -4.78882 -1.10547 3.04411
C -4.58368 -2.38344 3.54100
C -3.53959 -3.11710 3.03325
C -2.73684 -2.61073 2.01169
C -1.57433 -3.42152 1.55857
N -2.99370 -1.39999 1.46938
H 0.37059 0.15829 -4.01362
H -1.27299 -0.49535 -3.95820
H -0.18184 -0.78259 -2.61614
H -0.05364 2.40378 -4.24158
H -0.89753 4.54721 -3.30457
H -2.38135 4.45871 -1.30671
H -4.09042 4.17529 -0.12820
H -5.68023 3.69983 1.70841
H -5.69710 1.46600 2.75857
H -5.56432 -0.47688 3.45268
H -5.20987 -2.77751 4.32942
H -3.30625 -4.09830 3.42158
H -1.19402 -4.00266 2.39731
H -0.78160 -2.78681 1.18013
H -1.86742 -4.11680 0.77051
S -3.90596 -3.45868 -3.33318
C -3.30675 -2.44408 -2.25507
S -4.11426 -1.02455 -1.54032
S -1.69431 -2.52160 -1.49791
F 3.62687 0.61854 2.97821
C 3.15363 1.68710 2.32877
C 2.45343 1.53803 1.14547
C 1.96378 2.69928 0.57847
F 1.27209 2.63035 -0.57217
C 2.15838 3.95028 1.12281
F 1.66558 5.03853 0.52702
C 2.87248 4.06333 2.30549
F 3.06884 5.25400 2.85065
C 3.37313 2.92528 2.91338
F 4.04783 3.02543 4.05194
Ge 1.97792 -0.17198 0.31210
S -0.20496 -0.07943 0.83100
C 2.50217 -0.23575 -1.57288
C 3.19545 0.73543 -2.27208
F 3.48220 1.91426 -1.70817
C 3.62705 0.53896 -3.57504
F 4.28233 1.49708 -4.22111
C 3.37592 -0.67025 -4.20428
F 3.78265 -0.86749 -5.44719
C 2.69580 -1.67349 -3.52803
F 2.44692 -2.83235 -4.12476
C 2.27918 -1.43123 -2.23416
F 1.60128 -2.40359 -1.59760
C 3.10934 -1.60456 1.01158
C 2.71461 -2.85752 1.43285
F 1.41528 -3.18442 1.44691
C 3.61592 -3.82821 1.83405
F 3.18966 -5.02108 2.23696
C 4.97209 -3.54989 1.80233
F 5.84654 -4.46738 2.17937
C 5.41120 -2.31123 1.35852
F 6.70982 -2.04344 1.30649
C 4.47615 -1.37308 0.96799
F 4.92665 -0.19532 0.50745
*
```

***

A structure of composition C36H18Br3F10N3O7PS4V in a non-equilibrium geometry, computed with the ωB97M-V functional and the def2-TZVPD basis.

The value obtained for the frontier orbital gap (alpha / beta) is 6.925 / 6.401 eV. The total energy comes out at -372049.4755 eV. Its expectation value of S² is 0.762. For the max |F|, the calculation gives 0.0306 Eh/bohr. The molar mass is 1244.43 g mol⁻¹.

```
! RIJCOSX wB97M-V def2-TZVPD def2/J DEFGRID3
* xyz -1 2
V 1.44888 1.48824 0.09317
F 6.40733 -3.48156 -1.08624
C 5.22105 -2.93750 -0.81622
C 4.18997 -3.72036 -0.34393
F 4.37886 -5.03288 -0.19222
C 2.97606 -3.14495 -0.01430
F 2.04635 -3.98691 0.44746
C 2.74214 -1.77955 -0.13165
P 1.13005 -0.92456 0.40345
C 1.11885 -1.27934 2.21073
C 1.98541 -2.13711 2.87957
C 1.89630 -2.29725 4.25726
C 0.95433 -1.58754 4.98618
C 0.10665 -0.70562 4.33313
C 0.19149 -0.55087 2.95916
C -0.00766 -2.17724 -0.31239
C -0.90075 -2.91682 0.45623
C -1.72214 -3.85315 -0.15098
C -1.67273 -4.04795 -1.52665
C -0.78166 -3.31878 -2.29619
C 0.05644 -2.39522 -1.68548
C 3.78423 -1.04418 -0.67203
Br 3.56543 0.82007 -1.03117
C 5.00151 -1.59097 -1.00852
F 5.98543 -0.84690 -1.52665
H 2.75581 -2.68028 2.35297
H 2.57762 -2.97384 4.75862
H 0.88802 -1.71617 6.05974
H -0.61448 -0.11993 4.88884
H -0.46443 0.15062 2.46067
H -0.95347 -2.75713 1.52515
H -2.41027 -4.43220 0.45312
H -2.33140 -4.76795 -1.99661
H -0.74431 -3.45795 -3.36817
H 0.77074 -1.84341 -2.28967
F 4.32043 3.36180 1.34028
C 3.98255 3.36071 2.61881
F 4.88124 2.62993 3.28533
F 3.99598 4.60396 3.08267
S 2.32952 2.59389 2.92686
O 2.31941 1.42508 1.99800
O 2.37194 2.27545 4.31627
N 1.30131 3.73017 2.60314
S 0.04188 3.61431 1.63636
O -0.29560 4.76254 0.86309
O -0.14484 2.23523 1.08899
C -1.27341 3.59110 2.91426
F -1.33897 4.77506 3.51614
F -2.43864 3.31982 2.34526
F -1.01583 2.65506 3.83308
Br 2.81106 6.37110 -0.44283
C 1.80552 5.26250 -1.58928
C 1.31547 5.77345 -2.80167
C 0.56810 4.99086 -3.63443
Br -0.05411 5.73007 -5.27083
C 0.26287 3.65211 -3.29802
C -0.55418 2.76902 -4.05488
C -0.82161 1.52379 -3.58801
C -0.23055 1.09176 -2.38322
N 0.56322 1.86332 -1.67772
C 0.78661 3.15972 -2.09471
C 1.55837 3.96248 -1.20095
O 1.94753 3.43491 -0.06896
H 1.52454 6.80113 -3.06481
H -0.98185 3.11257 -4.98715
H -1.49686 0.85235 -4.09894
H -0.46125 0.11390 -1.98650
O -4.79248 0.02255 -3.61450
S -3.95990 -0.95363 -2.95928
O -3.23506 -1.86581 -3.81357
N -2.95261 -0.25070 -1.89440
C -3.20505 -0.60716 -0.63936
S -2.38744 -0.06353 0.72257
C -4.33591 -1.60640 -0.53665
C -4.81659 -2.25058 0.58869
C -5.87497 -3.14072 0.43888
C -6.44566 -3.37429 -0.81328
C -5.95556 -2.73291 -1.94386
C -4.89254 -1.86598 -1.77148
H -4.35996 -2.05185 1.55129
H -6.26761 -3.65589 1.30773
H -7.27993 -4.06006 -0.90379
H -6.39420 -2.89508 -2.92097
*
```

***

A cluster of 15 separate species, C36H20Cl57F3O8P2S4 in total in a non-equilibrium geometry, computed with the ωB97M-V functional and the def2-TZVPD basis.

The value obtained for the frontier orbital gap is 7.537 eV. The total energy comes out at -837882.1162 eV. For the max |F|, the calculation gives 0.0334 Eh/bohr. The molar mass is 2848.58 g mol⁻¹.

```
! RIJCOSX wB97M-V def2-TZVPD def2/J DEFGRID3
* xyz 0 1
C 1.79309 -5.10516 1.81296
C 0.94780 -4.52261 0.68149
S 0.21292 -5.87372 -0.29848
C -0.75537 -5.00627 -1.60956
C -0.69385 -3.51513 -1.47066
C -1.64793 -2.86133 -0.67889
C -2.73930 -3.63791 0.02336
C -4.02648 -3.76600 -0.81710
C -1.59048 -1.45555 -0.55237
C -2.61673 -0.69489 0.24727
C -3.69864 -0.19022 -0.67109
O -3.92536 -0.61300 -1.74854
Cl -4.68631 1.14399 -0.04298
C -0.56802 -0.73465 -1.17817
S -0.50266 1.04384 -0.98381
C 0.37599 -1.39696 -1.96259
C 0.29204 -2.78066 -2.11138
C 1.30581 -3.41511 -3.02355
O 0.96815 -4.22018 -3.85003
C 2.69909 -2.89467 -2.84240
C 2.76399 -1.51807 -2.67981
C 3.97249 -0.87655 -2.50802
C 5.14755 -1.61775 -2.49439
S 6.64782 -0.67908 -2.22218
O 7.57158 -1.35578 -1.36507
O 7.11358 -0.14809 -3.46251
C 6.11448 0.83320 -1.24708
F 7.22286 1.27890 -0.68003
F 5.61156 1.77794 -2.01488
F 5.26169 0.50748 -0.27016
C 5.10835 -3.00935 -2.67160
P 6.76148 -3.85680 -2.76285
O 7.66655 -3.07805 -3.63674
C 3.87020 -3.67029 -2.82079
P 3.83293 -5.49358 -2.99518
O 2.42938 -6.06100 -2.51956
O 4.85906 -6.04474 -1.87448
S 4.24631 -6.05082 -4.76213
C 1.50062 -0.71838 -2.66469
O 1.42801 0.35727 -3.19372
H 1.20698 -5.19395 2.72163
H 2.17410 -6.08717 1.53158
H 2.65530 -4.47329 2.01220
H 1.54686 -3.89437 0.02346
H 0.15152 -3.90643 1.09039
H -1.78082 -5.34436 -1.51241
H -0.41582 -5.35340 -2.57678
H -2.37034 -4.63831 0.23310
H -2.91486 -3.18718 0.99356
H -4.84362 -3.17815 -0.40395
H -4.37974 -4.79572 -0.84098
H -3.91048 -3.46197 -1.86316
H -2.18739 0.15358 0.76641
H -3.11254 -1.31788 0.98668
H 0.35550 1.19963 0.03234
H 3.99145 0.19391 -2.37393
H 6.55402 -5.12374 -3.30471
H 7.23379 -3.95904 -1.43867
H 2.22798 -5.92333 -1.57524
H 4.88782 -5.47282 -1.09282
C -3.68564 -5.60179 4.75487
Cl -4.21446 -6.76947 5.97393
Cl -2.66202 -4.37307 5.50404
Cl -2.77855 -6.44146 3.48958
Cl -5.09267 -4.81538 4.03017
C 10.58834 -3.37168 -0.88522
Cl 9.36192 -3.16326 0.37694
Cl 10.30370 -4.90381 -1.72268
Cl 10.51075 -2.04624 -2.03861
Cl 12.17988 -3.42735 -0.10854
C 14.10199 0.27880 -2.89149
Cl 13.04317 1.68361 -2.71877
Cl 13.48476 -1.04241 -1.90032
Cl 14.13856 -0.22333 -4.58455
Cl 15.73722 0.70929 -2.37086
C 0.59086 5.24087 1.03390
Cl -0.50456 5.53070 2.39030
Cl 0.19522 3.68409 0.28493
Cl 0.40526 6.52639 -0.15322
Cl 2.25650 5.20182 1.61844
C -0.30409 -6.81748 7.90411
Cl -1.46834 -5.76384 8.71176
Cl 1.13207 -5.88368 7.46842
Cl 0.15266 -8.12733 8.99587
Cl -1.02729 -7.49639 6.44249
C -2.01476 10.00188 -0.75141
Cl -1.83841 8.84968 0.57109
Cl -0.58773 9.92401 -1.78779
Cl -3.44774 9.60774 -1.70189
Cl -2.16289 11.64990 -0.10549
C -2.79834 -1.94482 -5.18410
Cl -2.95806 -3.12854 -3.87004
Cl -1.96471 -0.50356 -4.60242
Cl -1.85845 -2.66812 -6.49345
Cl -4.40337 -1.50945 -5.76858
C -8.32417 -6.13200 6.52763
Cl -9.73426 -5.59432 5.60899
Cl -8.83965 -6.71817 8.11116
Cl -7.51868 -7.43739 5.64938
Cl -7.20942 -4.77895 6.73569
C 0.94108 -7.82724 -6.74195
Cl 0.93377 -9.34999 -5.84162
Cl 0.82839 -6.47791 -5.61937
Cl 2.43851 -7.70406 -7.67074
Cl -0.43825 -7.79784 -7.85154
C 0.47730 12.17660 -5.20216
Cl -0.60975 12.47082 -3.84396
Cl 0.08281 10.61992 -5.93866
Cl 0.29557 13.45987 -6.40144
Cl 2.14523 12.14478 -4.62024
C -6.24512 10.44622 2.06453
Cl -6.35540 10.76405 3.79912
Cl -6.54410 8.73082 1.75766
Cl -7.44064 11.41421 1.19202
Cl -4.62685 10.87163 1.49596
C -8.10945 14.95329 3.43517
Cl -8.10382 16.64370 2.92488
Cl -8.07992 14.85761 5.19559
Cl -9.56579 14.15819 2.82860
Cl -6.67957 14.14112 2.78400
C -5.28281 12.69233 7.55893
Cl -5.88408 13.97830 8.61311
Cl -3.56044 12.44158 7.86083
Cl -6.16330 11.19665 7.89451
Cl -5.53623 13.15040 5.87620
C -7.61567 -1.24965 3.70966
Cl -6.35054 -0.71247 2.60003
Cl -9.14341 -0.49929 3.23433
Cl -7.79392 -3.00270 3.65507
Cl -7.20220 -0.76143 5.35636
*
```